{
  "formula": "C15H24IrN3PS3Se",
  "method": "ωB97M-V/def2-TZVPD",
  "gap_ev": 6.71,
  "relative_energy_kcal_mol": 42.7,
  "charge": 1,
  "e_homo_ev": -10.4722,
  "energy_ha": -4791.7595,
  "elements": ["Ir", "S", "C", "S", "S", "C", "P", "C", "C", "H", "H", "H", "H", "H", "H", "H", "H", "H", "C", "N", "C", "C", "N", "C", "C", "Se", "H", "H", "H", "H", "H", "H", "H", "H", "N", "C", "C", "C", "C", "C", "C", "H", "H", "H", "H", "H", "H", "H"],
  "xyz": [[0.36111, 1.41970, -0.54301], [-1.80039, 5.42432, -1.38618], [-1.05831, 4.03205, -1.08594], [-0.40088, 2.85177, -2.18386], [-0.64382, 3.27234, 0.43584], [1.40978, -1.57888, 1.07309], [0.87784, -0.97155, -0.55546], [2.15136, -1.55959, -1.71570], [-0.49538, -2.08167, -0.95268], [1.55154, -2.66033, 1.03969], [0.64905, -1.33919, 1.81668], [2.34086, -1.09870, 1.37037], [2.32889, -2.62879, -1.58868], [3.08948, -1.02851, -1.55865], [1.81725, -1.37194, -2.73596], [-0.14717, -3.11548, -0.92925], [-0.88337, -1.84546, -1.94235], [-1.28732, -1.94354, -0.22479], [-3.34542, -1.19133, 1.88857], [-3.57868, -1.50863, 0.48499], [-4.19629, -2.64989, 0.02430], [-4.24377, -2.55664, -1.32293], [-3.65421, -1.36102, -1.66472], [-3.51422, -0.85307, -3.02455], [-3.24089, -0.72194, -0.55490], [-2.38650, 0.95012, -0.47225], [-4.12137, -1.66366, 2.48464], [-3.38005, -0.11342, 2.01494], [-2.36831, -1.55715, 2.20331], [-4.55851, -3.41286, 0.68963], [-4.65478, -3.22361, -2.05936], [-4.32683, -1.24844, -3.62772], [-2.55962, -1.16066, -3.44947], [-3.55960, 0.23178, -3.00185], [2.22691, 2.30669, -0.50117], [2.93097, 2.11070, 0.75593], [2.66789, 2.94667, 1.82881], [3.33651, 2.73361, 3.02527], [4.25849, 1.70268, 3.14233], [4.51997, 0.87964, 2.05624], [3.85277, 1.08077, 0.85703], [2.81062, 1.99009, -1.27050], [2.04556, 3.29953, -0.65188], [1.94396, 3.74581, 1.73150], [3.13741, 3.38182, 3.86774], [4.78176, 1.54813, 4.07589], [5.25170, 0.08690, 2.13710], [4.06402, 0.45080, -0.00009]],
  "forces_ev_per_angstrom": [[-2.606, -0.854, 0.484], [-0.067, -0.066, -0.003], [0.257, 0.102, 0.026], [0.525, -0.063, -0.321], [0.438, 0.334, 0.059], [0.006, 0.023, -0.006], [0.422, 0.421, -0.392], [0.086, -0.024, 0.114], [0.072, -0.029, -0.035], [0.005, 0.001, 0.004], [0.004, 0.007, 0.003], [-0.010, 0.009, 0.013], [-0.002, -0.001, -0.008], [0.002, -0.002, -0.011], [-0.002, 0.017, 0.004], [-0.011, -0.006, -0.018], [0.011, -0.017, -0.003], [0.047, -0.114, 0.057], [0.032, -0.008, 0.006], [-0.124, 0.080, 0.016], [0.008, -0.005, -0.001], [0.018, -0.005, -0.004], [-0.110, 0.068, 0.005], [0.020, -0.005, -0.002], [0.298, -0.206, -0.153], [0.552, 0.217, 0.303], [0.002, -0.005, -0.001], [-0.002, 0.000, 0.000], [-0.002, -0.006, -0.003], [-0.013, 0.006, 0.000], [-0.015, 0.006, 0.003], [0.001, -0.002, 0.001], [-0.002, -0.003, -0.002], [0.003, 0.002, -0.002], [0.093, 0.101, -0.038], [0.024, -0.011, -0.061], [-0.034, -0.048, 0.028], [0.001, -0.006, -0.003], [0.002, 0.003, 0.011], [-0.006, -0.007, -0.006], [0.027, 0.026, 0.009], [-0.031, 0.048, -0.040], [0.061, 0.003, -0.021], [0.004, 0.003, -0.004], [0.005, 0.004, -0.002], [-0.002, -0.001, 0.001], [0.000, 0.000, 0.000], [0.014, 0.012, -0.004]]
}

=====

{
  "formula": "C15H24IrN9O5S",
  "method": "ωB97M-V/def2-TZVPD",
  "gap_ev": 8.36,
  "charge": 2,
  "e_homo_ev": -14.9712,
  "energy_ha": -1956.9939,
  "elements": ["Ir", "N", "N", "C", "N", "N", "N", "O", "O", "H", "H", "H", "H", "H", "C", "C", "C", "C", "N", "C", "S", "N", "C", "H", "H", "H", "H", "H", "H", "H", "H", "C", "C", "C", "C", "C", "C", "O", "N", "C", "O", "N", "C", "O", "H", "H", "H", "H", "H", "H", "H", "H", "H", "H", "H"],
  "xyz": [[0.28757, 0.18958, -0.66761], [-0.73750, -1.26875, 0.40770], [-1.14744, -2.40975, -0.31214], [-0.71839, -2.55517, -1.58563], [-0.94980, -3.69274, -2.20562], [-0.15659, -1.44486, -2.08639], [0.19401, -1.38803, -3.43594], [0.73872, -0.35835, -3.74234], [-0.08187, -2.30314, -4.18110], [0.03011, -1.59781, 1.02395], [-1.51993, -0.91128, 0.95281], [-1.52623, -3.17978, 0.21897], [-1.38898, -4.46431, -1.72951], [-0.70286, -3.77213, -3.18354], [-1.26551, 6.31731, -0.58511], [-1.09669, 4.87903, -0.91398], [-1.22443, 4.32343, -2.15757], [-1.05487, 2.94057, -2.33254], [-0.78518, 2.15180, -1.28758], [-0.61326, 2.71529, -0.07087], [-0.11037, 1.61277, 1.15414], [-0.77827, 4.03361, 0.10908], [-1.21396, 2.30204, -3.65952], [-1.40853, 6.90083, -1.48978], [-0.38803, 6.69342, -0.05684], [-2.13626, 6.45238, 0.05918], [-1.45787, 4.95135, -3.00390], [-0.63358, 4.41194, 1.03958], [-1.06248, 3.01816, -4.46289], [-2.23668, 1.92163, -3.73588], [-0.53114, 1.46264, -3.76722], [3.89245, -3.00692, -1.57493], [4.42713, -2.99262, -0.15108], [4.04786, -1.72061, 0.64856], [4.48333, -1.86372, 2.12322], [4.29750, -0.59152, 2.93494], [4.81978, -0.55106, 0.02941], [6.00910, -0.50179, -0.00793], [4.07216, 0.52268, -0.54154], [2.74685, 0.48735, -0.60811], [1.99372, 1.35549, -1.17304], [2.02835, -0.52761, -0.07196], [2.53604, -1.58628, 0.60129], [1.76004, -2.37612, 1.11747], [4.23639, -3.89404, -2.10345], [4.23774, -2.14381, -2.14927], [2.79918, -3.02151, -1.60025], [5.51644, -3.04158, -0.15229], [4.05905, -3.84793, 0.41681], [5.52702, -2.17944, 2.12299], [3.89278, -2.67810, 2.54495], [4.91081, 0.22744, 2.55519], [4.58854, -0.75209, 3.97130], [3.25282, -0.26743, 2.94331], [4.58489, 1.28213, -0.97545]],
  "forces_ev_per_angstrom": [[-0.855, -0.139, 0.507], [-0.105, -0.203, 0.212], [-0.184, 0.103, -0.209], [-0.384, 0.240, 0.018], [0.064, -0.101, 0.035], [0.801, 0.477, -0.162], [0.013, 0.135, 0.195], [0.180, 0.041, -0.195], [0.079, -0.032, -0.093], [-0.076, 0.052, 0.125], [-0.064, -0.060, -0.073], [0.141, -0.052, -0.001], [0.002, -0.001, -0.003], [-0.037, 0.011, 0.037], [0.007, -0.001, -0.037], [0.004, -0.067, 0.004], [0.021, -0.028, 0.026], [-0.107, -0.071, -0.187], [-0.127, -0.120, 0.937], [-0.096, -0.550, -0.183], [0.478, 0.658, -0.431], [-0.033, 0.041, -0.010], [-0.041, 0.009, -0.047], [-0.003, 0.007, 0.009], [0.003, 0.020, 0.011], [-0.014, 0.013, 0.021], [-0.002, -0.015, -0.017], [0.026, -0.005, -0.010], [0.000, -0.006, -0.017], [-0.021, -0.013, -0.017], [0.017, 0.032, -0.007], [0.009, -0.020, -0.080], [0.020, 0.005, 0.098], [-0.020, -0.011, 0.014], [0.015, -0.069, -0.052], [-0.016, 0.035, 0.055], [-0.128, 0.034, -0.036], [0.063, -0.014, 0.029], [0.139, -0.050, 0.049], [-0.510, 0.143, -0.299], [0.439, -0.557, -0.028], [0.319, 0.405, -0.460], [-0.086, -0.158, 0.241], [0.069, -0.123, 0.034], [0.008, -0.013, 0.013], [0.008, 0.021, -0.007], [-0.028, 0.006, 0.014], [-0.015, -0.021, 0.007], [-0.021, -0.007, -0.039], [0.002, 0.055, 0.009], [0.041, -0.005, 0.001], [0.010, 0.006, -0.009], [0.001, -0.018, 0.000], [-0.025, 0.009, -0.007], [0.017, -0.031, 0.018]]
}

=====

no.,LUMO energy (Eh)
1,-0.13838
2,-0.24293